(1)
A single C5H11N3O molecule. Source: the OMol25 dataset; level of theory: ωB97M-V/def2-TZVPD.

```
20
Properties=species:S:1:pos:R:3
O 0.8063 -1.7565 -0.5984
N -1.4421 -1.4066 1.1514
N 0.0312 0.0321 2.3107
N 1.2985 0.5152 -0.3076
C -0.4981 -0.3331 1.0187
C 0.7409 -0.6671 -0.0587
C -0.8248 0.7357 0.0811
C 2.3732 0.5288 -1.2747
C -1.7228 0.5120 -1.0776
H -1.6800 1.3272 -1.7984
H -2.7499 0.4271 -0.6980
H -0.6804 0.4746 2.8828
H 3.3603 0.3266 -0.8384
H 0.8217 0.6568 2.2017
H -1.5536 -1.8993 0.2705
H -1.0456 -2.0796 1.8001
H -1.4853 -0.4321 -1.5786
H 2.5342 1.4936 -1.7589
H 2.2959 -0.2070 -2.0865
H -0.5796 1.7515 0.3588
```

Summary:
HOMO-LUMO gap, eV: 8.654
Energy above the lowest of the compared OMol25 structures with the same formula, charge and spin, kcal/mol: 66.2


(2)
A single C3H6O2 molecule. Source: the OMol25 dataset; level of theory: ωB97M-V/def2-TZVPD.

```
11
Properties=species:S:1:pos:R:3
O 0.4900 0.1600 -1.3381
O -2.0148 0.5622 0.6731
C -0.8693 -0.2902 0.7048
C 0.3522 0.4870 0.0175
C 1.4934 -0.2483 -0.4495
H 1.5848 -1.3595 -0.6314
H 2.3603 0.3662 -0.6100
H -0.6797 -0.7760 1.7420
H 0.4801 1.5963 0.2405
H -2.2694 0.6887 -0.3008
H -0.9275 -1.1864 -0.0481
```

Summary:
HOMO-LUMO gap, eV: 11.211
Energy above the lowest of the compared OMol25 structures with the same formula, charge and spin, kcal/mol: 68.0
SMILES: OC[C@H]1CO1


(3)
9 unconnected molecules or ions with the total composition C68H63NO19PS. Source: the OMol25 dataset; level of theory: ωB97M-V/def2-TZVPD.

```
153
Properties=species:S:1:pos:R:3
S 3.3284 -0.3685 -2.4808
P 2.5749 -2.9973 -1.2016
O 1.7351 8.1306 5.5969
O 2.8635 -4.0134 -11.9268
O -6.9219 3.2922 0.5806
O -9.8046 -2.4434 5.2762
O -1.4733 6.1621 1.8695
O -4.4061 0.8662 3.4916
O -0.6532 -0.5922 -4.9449
O 4.8492 -0.6602 3.5761
O -0.8278 -4.5527 -4.3461
O 3.0741 2.9811 -0.2187
O -3.6960 5.2271 4.3016
O 9.5301 1.0727 2.4941
O 5.3768 -0.2082 8.8254
O 5.4690 4.0473 4.1240
O 3.2089 -7.2423 -6.4676
O -0.3592 -7.4069 -9.4518
O 5.0736 1.9937 -0.5932
O 0.2595 -0.3150 5.7094
O -8.6446 2.6061 4.1904
N 0.8364 -1.1203 -2.4376
C 1.4974 -4.7600 -4.6075
C 1.0015 7.6805 4.7454
C 2.4680 2.2223 -3.0912
C 3.9004 2.5302 -2.5656
C 0.3807 -6.6317 -10.0203
C -1.8710 -1.0732 5.0483
C 8.7539 2.7201 3.9851
C -2.6860 -2.3009 -1.2956
C -5.8538 4.4904 3.7344
C -8.1717 -0.8799 4.6274
C -4.7501 4.0125 1.1362
C -7.8803 0.3891 4.3562
C -8.9142 1.4485 4.4412
C -6.1750 3.7283 1.4297
C 1.4923 7.4057 3.3709
C 4.4057 -3.1629 -1.3674
C 3.8020 -0.2682 5.6498
C -0.2433 -2.0794 -2.0812
C 2.2382 0.7293 -3.4772
C -4.1511 -0.9738 0.3503
C -10.2824 1.0437 4.8404
C 7.2675 1.6573 2.2264
C 2.5142 -5.4310 -5.1390
C 2.7617 -1.1349 0.8985
C 2.0288 -1.4738 -2.0795
C -5.1744 -0.0431 0.5385
C 1.5726 -7.1059 -10.7634
C 2.3271 -2.5935 0.6031
C 0.3229 -1.1104 -5.8590
C -3.3387 0.5922 4.0046
C -0.1381 -6.3714 -5.6776
C 2.2835 -6.6309 -5.9849
C -10.5744 -0.2256 5.1120
C 6.2893 -0.7122 5.4365
C -1.1067 1.3222 4.7163
C -5.4678 0.2049 -1.8342
C 0.6853 6.9090 2.4370
C 3.9338 -0.1560 6.9684
C 0.1245 -5.1706 -9.9962
C -6.6634 4.0034 2.8010
C 8.6011 1.7552 2.8681
C 5.2556 -0.3121 7.6264
C -0.4218 7.3825 5.0333
C 0.0946 -5.1767 -4.8358
C -4.4353 4.7781 3.4435
C -4.4559 -0.7068 -2.0149
C 0.8184 0.1968 -3.0798
C 4.0722 2.4791 -1.0317
C -3.8073 -1.2970 -0.9417
C 6.4003 3.3680 3.7497
C 6.2475 2.4059 2.6345
C 0.8771 -7.0470 -6.2120
C 4.9689 -0.5558 4.7823
C -9.5414 -1.2881 5.0276
C -5.8079 0.5351 -0.5302
C 2.1268 -4.7914 -11.3627
C 0.9328 -4.3173 -10.6187
C 6.4237 -0.6000 6.7554
C -2.2784 1.6182 4.1614
C -1.2292 6.8871 4.0980
C -0.7352 6.6133 2.7276
C -0.8098 -0.0453 5.2036
C 7.7326 3.4688 4.3933
C 2.3819 -6.2527 -11.3864
C -1.6989 -1.6223 -2.2940
C -3.9410 4.5033 2.0713
C -3.0441 -0.7771 4.4928
C -0.2116 0.5162 -4.2195
H -3.8295 -1.5130 4.3711
H -4.4133 3.8052 0.1279
H -1.1701 -6.6596 -5.8320
H 3.0934 0.0524 7.6182
H 4.7896 -4.0190 -0.8063
H 2.9254 -3.2492 1.2426
H 7.1742 0.9479 1.4143
H -7.7047 3.7883 2.9944
H 2.5300 7.6291 3.1786
H 1.7433 -8.1749 -10.7688
H 5.2686 2.3468 2.1759
H -1.0760 0.9995 -3.7472
H -2.0191 -1.8648 -3.3105
H 2.5489 2.2052 0.0286
H -11.5676 -0.5415 5.4045
H 1.0252 6.7012 1.4294
H 3.5463 -5.1415 -4.9839
H 0.7125 -2.0486 -5.4380
H 9.7336 2.7778 4.4421
H 0.5338 0.8946 -2.2713
H 2.6409 -0.8826 1.9595
H 1.1130 -0.3658 -6.0180
H -3.2189 -3.0924 -1.8377
H -7.4323 -1.6686 4.5705
H 3.2564 -6.5794 -11.9342
H 1.7328 2.6029 -2.3698
H 1.2658 -2.6442 0.8758
H -11.0212 1.8329 4.8967
H -0.7509 -4.8446 -9.4479
H 0.2338 1.2835 -4.8761
H -1.6358 -2.0663 5.4097
H 4.8828 -2.2714 -0.9227
H 4.6794 1.9354 -3.0529
H -0.1384 -2.3096 -1.0104
H 2.1335 -0.4104 0.3528
H -1.7606 -0.5338 -2.1690
H 7.8226 4.1787 5.2059
H -2.1851 -2.6865 -0.4011
H -0.1574 -1.3009 -6.8235
H -0.7627 7.5906 6.0397
H -6.6012 1.2753 -0.3838
H -4.1724 -0.9699 -3.0336
H -2.5101 2.6109 3.8015
H 0.7619 -3.2481 -10.6133
H 0.7266 -7.9222 -6.8315
H 2.3854 0.6894 -4.5620
H -5.4241 0.2196 1.5748
H -2.2693 6.6641 4.2905
H -0.3218 2.0589 4.8375
H -5.9531 0.6638 -2.6897
H -3.6012 -1.4459 1.1620
H 2.8455 -0.1570 5.1540
H 7.1287 -0.9212 4.7844
H -6.8857 0.7062 4.0632
H 2.3098 2.8013 -4.0116
H -2.8990 4.7242 1.8790
H 7.3793 -0.7115 7.2518
H 3.7986 -0.9338 0.6037
H -6.1926 4.6992 4.7418
H -0.0448 -3.0194 -2.6129
H 4.7250 -3.1550 -2.4154
H 4.1134 3.5753 -2.8460
H 1.6412 -3.8845 -3.9871
```

Summary:
HOMO-LUMO gap, eV: 7.229
Total charge: +1


Number 1: largest force on an atom 1.32 eV/Å, DFT total energy -11878.9023 eV. Number 2: largest force on an atom 3.11 eV/Å, DFT total energy -7300.7285 eV. Number 3: largest force on an atom 2.63 eV/Å, DFT total energy -132037.8429 eV.